# 1
{
  "formula": "C4H5N3",
  "method": "wB97M-V/def2-TZVPD",
  "spin_multiplicity": 1,
  "gap_ev": 10.240,
  "lumo_ev": 0.64,
  "total_charge": 0,
  "symbols": ["N", "C", "C", "C", "N", "C", "N", "H", "H", "H", "H", "H"],
  "positions_angstrom": [[2.49964, -1.12168, 1.17515], [1.69205, -0.68611, 0.47908], [0.65971, -0.09842, -0.41171], [-0.70222, -0.83739, -0.34425], [-1.53796, 0.02107, 0.54953], [-0.93659, 1.21361, 0.70284], [0.25003, 1.24737, 0.03131], [1.06772, -0.06799, -1.42971], [-1.16580, -0.88962, -1.33654], [-0.63046, -1.85278, 0.06091], [-2.13898, 1.11484, 0.28807], [0.94285, 1.95712, 0.23533]],
  "lowdin_charge": [0.152, -0.173, -0.286, -0.138, -0.011, -0.220, 0.010, 0.141, 0.117, 0.117, 0.163, 0.129]
}

# 2
{
  "formula": "C5H4",
  "method": "wB97M-V/def2-TZVPD",
  "spin_multiplicity": 1,
  "gap_ev": [7.588, 7.574],
  "lumo_ev": [-1.44, -1.45],
  "total_charge": 0,
  "symbols": ["C", "C", "C", "C", "C", "H", "H", "H", "H"],
  "positions_angstrom": [[1.36256, 0.96194, -0.45320], [0.16851, 0.26440, -0.02496], [-0.78753, -0.46440, 0.28132], [-1.62595, -1.54478, 0.55074], [-2.41855, -2.50151, 0.77635], [1.76182, 1.65679, 0.29113], [1.24340, 1.46254, -1.41839], [2.10629, 0.16150, -0.58569], [-1.81056, 0.00351, 0.58270]],
  "lowdin_charge": [-0.061, 0.051, -0.187, -0.308, 0.012, 0.090, 0.090, 0.108, 0.205]
}

# 3
{
  "formula": "C30H19Cl5CsN3OP",
  "method": "wB97M-V/def2-TZVPD",
  "spin_multiplicity": 1,
  "gap_ev": 5.303,
  "lumo_ev": 1.84,
  "total_charge": -1,
  "symbols": ["Cs", "N", "P", "C", "C", "C", "C", "C", "C", "C", "C", "C", "C", "C", "C", "C", "C", "C", "C", "C", "N", "H", "H", "H", "H", "H", "H", "H", "H", "H", "H", "H", "H", "H", "H", "H", "Cl", "C", "C", "Cl", "C", "Cl", "C", "O", "C", "Cl", "C", "Cl", "N", "C", "C", "C", "C", "C", "C", "C", "H", "H", "H", "H"],
  "positions_angstrom": [[1.88925, 0.46785, 0.75869], [-1.76549, -1.52338, -0.82368], [-1.54933, 0.65219, 0.93333], [-3.31529, 1.16814, 0.76207], [-4.05587, 1.41705, 1.91287], [-5.40864, 1.72610, 1.83779], [-6.03807, 1.78562, 0.60526], [-5.31150, 1.53738, -0.55356], [-3.96254, 1.23302, -0.47429], [-0.91560, 1.54448, -0.54889], [-0.97587, 2.93895, -0.49897], [-0.44460, 3.72005, -1.51303], [0.17020, 3.11484, -2.60094], [0.24802, 1.73241, -2.65468], [-0.29509, 0.94380, -1.64410], [-0.01318, -3.34861, -0.68064], [0.23178, -4.72096, -0.51984], [1.50096, -5.17530, -0.23980], [2.52124, -4.24757, -0.10099], [2.19970, -2.91780, -0.26542], [0.97803, -2.45920, -0.56667], [-2.72563, -1.39779, -1.11586], [-3.56483, 1.36586, 2.87821], [-5.96688, 1.91868, 2.74584], [-7.09262, 2.02418, 0.54202], [-5.79990, 1.58332, -1.51937], [-3.39459, 1.05351, -1.38040], [-1.44164, 3.42327, 0.35315], [-0.49076, 4.79922, -1.44005], [0.59908, 3.72009, -3.38944], [0.73869, 1.24907, -3.49184], [-0.19359, -0.13294, -1.67196], [-0.59234, -5.41150, -0.61145], [1.68649, -6.23496, -0.11733], [3.53559, -4.53676, 0.13771], [2.97960, -2.17226, -0.12673], [9.06901, 4.28261, 0.39714], [7.42456, 3.76333, 0.52324], [7.10979, 2.40459, 0.54637], [8.37277, 1.23357, 0.43975], [5.79268, 2.00185, 0.65206], [5.37311, 0.32553, 0.66458], [4.69196, 2.90671, 0.74565], [3.50897, 2.49200, 0.84361], [5.06501, 4.28564, 0.70834], [3.78165, 5.42891, 0.80202], [6.38373, 4.69130, 0.60358], [6.76075, 6.37770, 0.57048], [-4.07836, -6.07251, 1.51250], [-3.43405, -5.17868, 1.17903], [-2.63078, -4.06327, 0.75341], [-2.44749, -3.92224, -0.58823], [-1.43417, -2.93650, -1.10337], [-1.58584, -1.08554, 0.52907], [-1.67392, -1.91131, 1.63435], [-2.08646, -3.24249, 1.78326], [-2.97519, -4.56198, -1.28284], [-1.41131, -3.00944, -2.19863], [-1.41257, -1.42483, 2.57320], [-2.12860, -3.62499, 2.79448]],
  "lowdin_charge": [1.144, -0.018, 0.981, -0.359, -0.107, -0.099, -0.106, -0.092, -0.093, -0.484, -0.113, -0.083, -0.092, -0.089, -0.180, -0.206, -0.013, -0.064, -0.076, -0.188, 0.093, 0.110, 0.093, 0.096, 0.094, 0.097, 0.103, 0.106, 0.101, 0.099, 0.102, 0.068, 0.110, 0.105, 0.100, 0.054, 0.624, -0.734, -0.716, 0.656, -0.606, 0.640, -0.552, -0.421, -0.622, 0.686, -0.710, 0.649, 0.124, -0.208, -0.305, -0.078, -0.260, -0.497, -0.167, -0.100, 0.100, 0.142, 0.079, 0.081]
}

# 4
{
  "formula": "C5H28N2O9",
  "method": "wB97M-V/def2-TZVPD",
  "spin_multiplicity": 1,
  "smiles": "CNC[C@@H](C)NC=O.O.O.O.O.O.O.O.O",
  "gap_ev": 9.156,
  "lumo_ev": 0.10,
  "total_charge": 0,
  "symbols": ["C", "N", "C", "C", "C", "N", "C", "O", "H", "H", "H", "H", "H", "H", "H", "H", "H", "H", "H", "H", "O", "H", "H", "O", "H", "H", "O", "H", "H", "O", "H", "H", "O", "H", "H", "O", "H", "H", "O", "H", "H", "O", "H", "H"],
  "positions_angstrom": [[1.87663, -0.02182, 0.15511], [1.57208, 0.90164, -0.92836], [0.25935, 1.65390, -0.98169], [-0.93176, 1.01705, -0.23705], [-2.25137, 1.63532, -0.66658], [-0.96859, -0.42468, -0.26841], [-1.29622, -1.12353, 0.81177], [-1.59616, -0.70122, 1.93086], [2.61144, 0.39063, 0.84570], [1.08116, -0.40286, 0.76503], [2.30682, -0.98673, -0.14254], [2.31301, 1.60076, -0.95505], [0.49502, 2.63532, -0.61130], [-0.06816, 1.50401, -2.00968], [-0.71320, 1.28778, 0.79206], [-3.06676, 0.91741, -0.66461], [-2.46236, 2.56737, -0.13018], [-2.31158, 1.86805, -1.74105], [-0.82558, -0.96796, -1.11919], [-1.25934, -2.19342, 0.76580], [2.42954, 4.04795, 1.68098], [1.88055, 3.46271, 2.23043], [2.51197, 3.61025, 0.82797], [-1.43322, -3.17889, -1.04792], [-1.13733, -2.90065, -1.95544], [-2.27895, -3.63123, -1.13442], [-1.92761, 1.65586, 3.37544], [-2.55139, 1.12620, 3.94551], [-1.53578, 1.03494, 2.75082], [-0.40441, -2.15364, -3.42039], [-0.98846, -2.58068, -4.10211], [0.21953, -1.47236, -3.80587], [0.71319, -1.22891, 3.37470], [1.16195, -1.43374, 4.17469], [-0.15192, -1.63766, 3.41535], [1.33114, -3.64940, -1.48353], [0.54350, -3.38681, -0.98291], [0.92999, -3.80682, -2.37266], [1.28910, -0.44686, -3.96795], [1.92147, -1.15642, -3.93838], [1.49588, 0.01977, -3.10674], [0.65827, 2.20872, 2.96205], [0.47432, 1.47934, 3.60691], [0.08425, 2.86132, 3.36281]],
  "lowdin_charge": [-0.124, -0.102, -0.131, -0.354, -0.031, 0.076, -0.333, -0.026, 0.080, 0.042, 0.074, 0.094, 0.114, 0.099, 0.114, 0.081, 0.091, 0.077, 0.130, 0.114, -0.071, -0.013, 0.009, -0.091, 0.014, 0.070, -0.097, 0.074, -0.027, -0.113, 0.089, -0.022, -0.034, 0.023, 0.025, -0.087, -0.006, 0.032, -0.026, 0.063, 0.075, -0.075, 0.062, 0.041]
}

# 5
{
  "formula": "C5H12NO2",
  "method": "wB97M-V/def2-TZVPD",
  "spin_multiplicity": 1,
  "gap_ev": 6.274,
  "lumo_ev": 2.65,
  "total_charge": -1,
  "symbols": ["C", "O", "C", "C", "C", "C", "N", "H", "H", "H", "H", "H", "H", "H", "H", "H", "H", "H", "H", "O"],
  "positions_angstrom": [[0.32293, -0.13397, 1.62940], [0.41805, 0.28648, 2.93777], [-0.21897, 0.85422, 0.58848], [-0.00875, 0.36217, -0.80641], [-0.53744, -0.93672, -1.08371], [-0.27888, -1.49815, -2.44540], [0.87422, -0.93310, -3.05292], [-0.21762, -1.10876, 1.67413], [1.28169, -0.53371, 1.24537], [0.21585, 1.83862, 0.78916], [-1.25991, 1.06798, 0.86351], [0.17630, 1.06776, -1.60337], [0.70395, -0.62880, -0.68710], [-1.33229, -1.47783, -0.57912], [-1.22763, -1.37280, -2.99488], [-0.17387, -2.59080, -2.26650], [1.09108, -1.53642, -3.83937], [0.22013, 3.23512, 3.64850], [0.17096, 1.37880, 2.95455], [-0.21982, 2.65990, 3.02792]],
  "lowdin_charge": [-0.378, -0.173, -0.183, -0.093, -0.085, -0.489, -0.134, 0.104, 0.100, 0.104, 0.130, 0.133, 0.180, 0.135, 0.114, 0.107, -0.059, -0.100, -0.018, -0.394]
}

Here are the calculated ΔE to the lowest compared entry with this formula, charge and spin numbers, same order: 4.156; 4.670; 2.647; 3.376; 7.394 (eV).